No. 1
The following is a quantum chemistry calculation of a structure of composition C37H40O2P2Sn at a distorted geometry, from OMol25.

Summary:
HOMO (alpha / beta): -0.4961 / -0.4860 Ha
Frontier orbital gap (alpha / beta): 5.0617 / 4.2330 eV
Total charge: +2
LUMO (alpha / beta): -8.4390 / -8.9905 eV

Positions of all 82 atoms, in Å:
Sn 0.02836 -1.41795 -1.05646
C 2.26477 2.29975 -1.34508
C 2.13262 2.38364 -0.01877
C 1.39403 3.51059 0.63351
C 0.14944 4.05066 -0.09859
C -0.79071 3.11069 -0.83789
C -0.55139 2.66076 -2.06732
C 0.48147 3.37231 -2.88310
C 1.88765 3.43603 -2.21252
C -1.45846 -2.72613 0.12193
H 2.86144 1.52038 -1.82917
H 2.71438 1.74757 0.65651
H 2.05208 4.38153 0.72254
H 1.11031 3.26012 1.66297
H -0.46100 4.60077 0.62470
H 0.48454 4.87061 -0.74786
H -1.77436 2.97911 -0.36140
H -1.12144 1.89440 -2.59380
H 0.20593 4.43542 -3.03687
H 0.55646 2.92295 -3.87737
H 2.61663 3.54708 -3.00859
H 1.95191 4.39505 -1.69365
H -1.58158 -3.64938 -0.46576
H -2.45220 -2.33613 0.42089
H -0.91076 -2.98438 1.01069
P 1.21458 -0.51282 1.22809
P -2.43860 -0.08935 -0.05101
C -0.01110 0.81495 1.35172
C -1.33078 0.95638 0.92517
C 1.98375 -0.55471 2.87586
C 2.46656 0.60765 3.53262
C 3.13639 0.49437 4.75938
C 3.29871 -0.75883 5.37455
C 2.83120 -1.92109 4.73090
C 2.15706 -1.80549 3.52217
C 2.59285 -0.57908 -0.04769
C 2.33632 -0.64181 -1.45997
C 3.35795 -1.02005 -2.35570
C 4.67695 -1.08166 -1.92085
C 4.94852 -0.92429 -0.56063
C 3.92787 -0.69579 0.36161
C -3.98322 -0.30919 0.85545
C -3.91700 -0.63854 2.22904
C -5.07216 -0.74113 2.99813
C -6.32060 -0.53448 2.38855
C -6.41441 -0.30969 1.00940
C -5.26008 -0.20000 0.23575
C -2.87723 -0.12443 -1.83098
C -2.75403 -1.35510 -2.55058
C -2.80378 -1.38905 -3.93515
C -3.04473 -0.20907 -4.65966
C -3.21606 0.99468 -3.96148
C -3.27087 1.01528 -2.57147
H 0.38591 1.55462 2.05870
H -1.90999 1.80179 1.32749
H 2.32836 1.60511 3.09226
H 3.52850 1.41074 5.22699
H 3.77780 -0.82622 6.35133
H 2.97735 -2.91974 5.15773
H 1.78141 -2.71189 3.05054
H 1.47232 -0.10009 -1.94345
H 3.08282 -1.24943 -3.38105
H 5.47976 -1.29147 -2.62388
H 5.97723 -0.98599 -0.19898
H 4.17885 -0.55267 1.40981
H -2.94120 -0.80191 2.69513
H -4.98541 -0.98375 4.05726
H -7.22435 -0.57489 2.99110
H -7.39744 -0.22346 0.53113
H -5.33865 -0.01870 -0.83760
H -2.59027 -2.29712 -2.00876
H -2.62221 -2.34128 -4.45415
H -3.07055 -0.22978 -5.75354
H -3.26724 1.94589 -4.52350
H -3.52754 1.94745 -2.04299
C 1.94360 -5.31771 -0.04691
C 1.40480 -3.90975 -0.03250
O 1.34064 -3.28234 1.04255
O 0.95494 -3.46601 -1.17106
H 1.60728 -5.89245 0.82274
H 3.03789 -5.27162 -0.01305
H 1.61116 -5.77042 -0.97609

***

No. 2
The following is a quantum chemistry calculation of a structure of composition C37H40OP2Tc at a distorted geometry, from OMol25.

Summary:
HOMO (alpha / beta): -0.4699 / -0.5013 Ha
Multiplicity: 4
<S²>: 3.8133
Frontier orbital gap (alpha / beta): 5.1937 / 6.0077 eV
Total charge: +2
LUMO (alpha / beta): -7.5934 / -7.6324 eV

Positions of all 81 atoms, in Å:
Tc -0.14937 0.75930 1.02558
C -1.34983 -3.12054 0.14392
C -0.12249 -3.07638 -0.39793
C 0.15297 -3.13886 -1.86318
C -0.95582 -2.51418 -2.76504
C -1.59928 -1.26686 -2.22790
C -2.66418 -1.19734 -1.42486
C -3.45561 -2.41767 -1.06055
C -2.61513 -3.57578 -0.48700
C 0.33128 2.83163 1.21745
H -1.49947 -3.01627 1.21556
H 0.75672 -3.30760 0.21870
H 0.30057 -4.19951 -2.14594
H 1.10072 -2.62602 -2.07968
H -0.44818 -2.22011 -3.69324
H -1.67097 -3.30625 -3.02716
H -1.20669 -0.36189 -2.68995
H -3.14400 -0.24976 -1.17238
H -3.98956 -2.81135 -1.94814
H -4.22045 -2.13660 -0.31469
H -3.21695 -4.04030 0.31022
H -2.42106 -4.33341 -1.26127
H -0.28022 3.17391 2.07139
H 0.11421 3.58542 0.43816
H 1.38986 2.98950 1.47609
P 1.63618 -0.50983 0.58375
P -0.27982 1.90452 -0.97241
C 1.46250 -0.33160 -1.21880
C 0.62236 0.59775 -1.83003
C 3.36555 -1.03444 0.70213
C 3.74938 -2.23073 0.06056
C 5.03701 -2.75792 0.23026
C 5.97204 -2.05495 1.00881
C 5.60137 -0.85390 1.62902
C 4.32157 -0.31470 1.45437
C 0.76837 -1.77813 1.86093
C -0.53807 -1.38846 2.22945
C -1.19370 -2.00818 3.31190
C -0.53446 -3.03734 4.01217
C 0.78361 -3.34314 3.69436
C 1.45088 -2.69462 2.65863
C 0.36241 3.34072 -1.92331
C 1.75729 3.57859 -1.92847
C 2.30400 4.52544 -2.79603
C 1.46428 5.29200 -3.61804
C 0.07343 5.16548 -3.50930
C -0.47732 4.20534 -2.65553
C -2.09776 2.32599 -0.86347
C -2.61643 2.91179 0.30878
C -3.98926 2.95052 0.53035
C -4.86518 2.50204 -0.46325
C -4.36006 2.09904 -1.70234
C -2.97877 2.05641 -1.93081
H 2.24040 -0.80307 -1.83628
H 0.64736 0.70054 -2.92034
H 3.01957 -2.74132 -0.56472
H 5.28511 -3.71111 -0.24091
H 6.98045 -2.46129 1.10933
H 6.32746 -0.33475 2.26340
H 4.05663 0.63351 1.91026
H -1.20801 -0.83599 1.48055
H -2.22103 -1.70328 3.57849
H -1.06305 -3.56626 4.80645
H 1.31627 -4.09394 4.28061
H 2.49939 -2.87867 2.48028
H 2.39946 3.03000 -1.24317
H 3.38964 4.66689 -2.83130
H 1.89818 5.99126 -4.33242
H -0.58100 5.81385 -4.10183
H -1.55828 4.15690 -2.53770
H -1.94726 3.31874 1.06953
H -4.36817 3.33693 1.48077
H -5.93467 2.47765 -0.26975
H -5.03115 1.81077 -2.51705
H -2.57629 1.77594 -2.90589
C -0.33321 0.95843 4.08538
C 0.67102 0.98215 2.94929
O 1.86975 1.06106 3.22206
H -0.30632 -0.01709 4.59232
H -1.34686 1.18246 3.73695
H -0.06386 1.70891 4.83387

***

No. 3
The following is a quantum chemistry calculation of a structure of composition C37H41As2F2N3PRuS, from OMol25.

Summary:
HOMO (alpha / beta): -0.4888 / -0.4906 Ha
Multiplicity: 2
<S²>: 0.7576
Frontier orbital gap (alpha / beta): 7.7043 / 6.3285 eV
Total charge: +2
LUMO (alpha / beta): -5.5974 / -7.0225 eV

Positions of all 88 atoms, in Å:
Ru 0.46618 -0.77525 -0.21788
C -2.76123 1.09221 -1.53950
As -1.77774 -0.58678 -1.39594
C -3.31455 -1.72966 -1.04143
C -1.53246 -0.90901 -3.30056
C -2.54641 -0.64785 -4.21557
C -2.29415 -0.76513 -5.57504
C -1.03456 -1.13271 -6.02763
C -0.02607 -1.42567 -5.12111
C -0.28524 -1.32467 -3.76012
As 0.91249 -1.93025 -2.38263
C 2.64490 -2.14290 -3.22125
C 0.40204 -3.79064 -2.18079
H -3.73826 0.83752 -1.94631
H -2.24534 1.76352 -2.21901
H -2.88963 1.56830 -0.57489
H -4.02163 -1.51477 -1.84121
H -3.77433 -1.47470 -0.08731
H -3.04805 -2.78266 -1.06635
H -3.53214 -0.33816 -3.89192
H -3.08199 -0.55626 -6.28615
H -0.84128 -1.20091 -7.08962
H 0.94606 -1.73719 -5.48137
H 2.47321 -2.75453 -4.10659
H 3.29945 -2.68092 -2.54038
H 3.09779 -1.19719 -3.50902
H 0.48669 -4.29511 -3.14234
H -0.62428 -3.84580 -1.82224
H 1.05601 -4.26445 -1.44944
F -2.75346 -4.30261 2.31024
C -1.49977 -3.93626 2.02781
C -1.31750 -2.84931 1.19441
C -0.04887 -2.39849 0.87063
C 1.04942 -3.08907 1.44452
C 0.80404 -4.17508 2.28876
F 1.83006 -4.83502 2.84334
C -0.45809 -4.63277 2.59761
C 2.38225 -2.63559 1.06497
C 3.60157 -3.15493 1.49517
C 4.78217 -2.66188 0.97308
C 4.74100 -1.66303 0.01217
C 3.51186 -1.17658 -0.36050
N 2.35793 -1.62252 0.16304
H -2.20812 -2.34024 0.87962
H -0.61296 -5.47863 3.25075
H 3.61980 -3.93984 2.22959
H 5.72845 -3.06617 1.30669
H 5.63596 -1.26032 -0.43866
H 3.42716 -0.39569 -1.10174
S 2.70138 1.53591 0.20922
C 2.82103 3.20265 0.49675
N 2.48366 4.19148 -0.32959
C 2.88735 5.50726 0.16373
C 3.32208 5.19103 1.61102
N 3.31660 3.72831 1.62116
H 2.18111 3.99769 -1.26634
H 2.05583 6.20852 0.13042
H 3.70886 5.90334 -0.43324
H 2.61372 5.58010 2.34209
H 4.31161 5.58133 1.83754
H 3.69585 3.15016 2.35001
C 0.71898 0.97897 2.95645
P -0.38962 0.73690 1.51983
C -0.68104 2.41296 0.86668
C -0.45272 2.74082 -0.46588
C -0.70157 4.02208 -0.93276
C -1.14938 5.00538 -0.06162
C -1.34715 4.70142 1.27807
C -1.11638 3.41276 1.73805
C -1.93474 0.28724 2.36648
C -3.14074 0.96418 2.19638
C -4.26918 0.57942 2.90877
C -4.20061 -0.47296 3.80889
C -2.99618 -1.13506 4.00711
C -1.87148 -0.75694 3.29351
H 0.12684 1.41721 3.75975
H 1.54629 1.62801 2.68588
H 1.11490 0.02192 3.29584
H -0.09332 1.99039 -1.16122
H -0.54965 4.25296 -1.98074
H -1.34977 6.00470 -0.42543
H -1.69759 5.46172 1.96319
H -1.29163 3.18952 2.78399
H -3.21662 1.80436 1.51951
H -5.19815 1.11510 2.76677
H -5.07918 -0.76754 4.36666
H -2.93098 -1.94411 4.72238
H -0.93677 -1.27355 3.47282

***

| no. | total energy (eV) |
| --- | --- |
| 1 | -67498.759 |
| 2 | -61817.583 |
| 3 | -193311.373 |